(1)
C30H73N7O4 | wB97M-V/def2-TZVPD

Structure (ORCA input):
```
! RIJCOSX wB97M-V def2-TZVPD def2/J DEFGRID3
* xyz 1 2
C -0.42 -7.26 0.33
C 7.00 -3.14 -0.49
O 3.81 0.35 2.29
H 0.82 -8.33 1.66
H 7.17 -4.22 -0.52
H 0.25 -4.87 2.18
H -5.55 0.12 -4.50
C -3.22 -1.39 -1.53
N 0.24 -5.93 0.17
H 1.97 -7.77 -0.56
H 2.08 -6.53 -1.89
H -0.77 -9.04 1.40
H 9.02 -2.98 -0.01
C -4.78 2.53 2.37
C -4.40 7.14 1.60
H -1.98 -4.58 -0.02
C 2.72 -0.28 2.44
C -1.18 1.80 -1.51
C -0.24 -8.11 1.60
H -0.95 2.19 -2.50
H 0.00 -0.60 2.90
H -5.07 0.97 0.97
C -4.25 1.64 1.24
C 8.07 -2.70 0.44
H -4.49 0.98 3.69
H 0.69 -1.25 4.43
N 6.87 -2.41 -1.79
H -5.12 3.63 4.85
H -2.21 1.42 -1.55
H -2.24 -0.92 -1.41
H -4.01 9.61 1.13
H 0.03 0.33 4.40
O 0.40 0.71 -0.12
H 2.06 -6.28 1.08
C 2.31 -6.78 -0.85
C -3.88 6.71 -0.71
C -3.22 5.31 -0.50
H 5.77 -0.98 -0.40
H 5.85 -0.60 -3.42
H -1.53 2.51 -0.77
N 0.14 -0.09 -2.16
H 2.25 1.00 3.88
H 6.08 -3.16 0.09
O -2.36 -0.17 -3.94
H -3.85 2.14 0.36
H 7.23 -0.38 -1.16
C -5.26 2.56 4.75
H -3.30 8.12 3.10
C -0.16 0.77 -1.18
H 9.60 -3.57 -3.43
H 1.32 -1.29 1.15
H 2.12 -0.98 -2.03
H -3.09 10.83 -0.92
H -4.78 7.10 3.66
C 6.38 -1.05 -1.30
N -4.71 1.95 3.56
H 8.15 -1.62 0.63
C 1.06 -1.23 -1.99
H -2.25 -4.75 1.67
H -4.96 -0.64 -2.18
H 2.07 -4.87 -0.06
H -4.79 2.10 5.62
H 2.87 -1.64 0.68
H 7.96 -3.08 1.46
H -3.94 4.59 -0.12
H -4.96 6.65 -0.89
N 1.93 0.16 3.43
C -2.88 9.79 -0.65
H -0.61 -7.62 2.50
H -4.94 8.69 2.86
H -6.31 2.30 4.89
H -2.88 4.84 -1.42
H 5.74 0.66 -2.40
H 0.87 -1.73 -1.04
C 2.28 -1.55 1.60
H 4.39 -0.43 -2.32
H -0.23 -7.85 -0.56
H -3.65 -1.33 -0.53
N -3.68 7.67 0.47
H -1.48 -7.03 0.20
H -2.87 9.40 -1.67
C 5.48 -0.39 -2.42
H 8.94 -1.82 -1.96
H -1.52 -3.30 1.07
H -4.63 1.48 -3.88
H 2.16 -2.49 2.13
H -1.87 9.74 -0.26
H -5.02 9.14 -0.23
H 0.38 -3.94 0.76
H -3.47 7.19 -1.60
C -3.56 -0.29 -3.70
N -4.04 -0.85 -2.54
C -4.01 9.08 0.18
H 0.83 -1.94 -2.78
H -2.88 -2.41 -1.71
H -4.04 6.13 1.81
H -0.46 -0.12 -2.97
C 8.52 -3.53 -3.29
H 8.41 -4.45 -2.72
C 8.13 -2.22 -2.57
H -5.41 7.06 1.21
H -3.36 1.10 1.57
H 3.40 -6.72 -0.86
C -1.52 -4.38 0.95
C -0.06 -4.86 1.13
H -4.07 0.64 -5.39
H 7.95 -3.73 -4.20
C -4.55 0.54 -4.42
H -2.37 5.35 0.18
C -4.33 7.79 2.94
C 1.70 -5.87 0.13
O -5.41 3.56 2.15
H 7.94 -1.38 -3.24
C 0.59 -0.38 3.79
*
```

Computed properties:
E_HOMO (spin up / spin down) = -9.3855 / -9.3855 eV
Expectation value of S² = 0.754

***

(2)
C29H67CsN5O4PSSi5Te | wB97M-V/def2-TZVPD

Structure (ORCA input):
```
! RIJCOSX wB97M-V def2-TZVPD def2/J DEFGRID3
* xyz -2 1
H -4.89 -4.48 2.19
C -3.83 -4.48 2.46
C -3.73 3.40 -2.88
H -4.63 -3.37 -2.41
H -2.42 2.80 -4.47
C 3.12 -3.36 -0.40
S -3.13 3.91 0.92
H 4.61 -1.17 2.33
H 3.36 -3.98 0.47
C -0.64 -0.89 3.13
H -0.82 -3.95 2.56
O 0.49 0.86 -2.22
H 3.28 0.78 -5.62
C 3.71 3.71 -0.85
H -1.19 -2.42 4.53
H 3.87 -1.60 -6.06
C 0.95 0.68 3.78
C 3.73 -0.52 2.44
Cs 0.63 0.67 0.16
H -2.48 1.23 -1.36
N -4.59 4.35 -2.68
H 4.75 3.47 -0.61
H -1.15 -4.04 -2.72
H 3.94 -2.65 -0.55
H 2.69 5.45 2.56
H 5.93 2.65 1.51
C -3.08 -2.32 0.41
H -1.43 2.09 -2.32
C 0.49 -2.75 -3.23
C 2.61 2.23 1.64
H 3.61 3.56 4.48
H -5.66 -1.95 -2.71
H 6.47 0.99 1.86
H 4.30 5.10 1.94
N -3.07 3.08 -1.72
C 3.26 5.27 1.64
H 0.77 4.58 3.24
Si 3.99 1.08 1.46
O 1.90 -2.71 -0.13
H 0.39 -1.56 6.28
C -3.55 3.86 -0.69
C 4.33 0.51 -0.32
H 4.19 -1.20 -4.35
H 3.59 -0.32 3.51
H 3.69 4.69 -1.33
N -2.07 2.14 -1.53
Si -4.54 -1.81 -0.46
C 2.63 -0.03 -5.27
C -0.98 -4.26 1.52
C -0.69 -3.11 -2.36
H 4.77 -0.49 -0.34
C 3.41 -1.32 -5.11
H 3.22 6.18 1.03
P 0.70 -0.04 -3.40
H 5.03 1.19 -0.81
C 0.30 -1.07 5.31
H -3.70 -3.75 3.27
H 1.77 0.45 5.76
H -1.46 -2.34 -2.39
H 3.43 0.49 -0.95
H -0.26 -3.70 0.91
H -0.38 3.31 2.82
H 3.78 1.84 4.82
H 2.54 2.78 5.66
C 3.05 2.64 4.70
H 5.65 1.96 3.11
H -1.32 -1.25 2.36
C -4.75 0.08 -0.49
C -3.13 -5.39 -0.25
H -6.20 -2.29 1.36
C 0.47 3.56 3.47
H 0.11 3.53 4.51
H -4.09 3.19 -4.94
Si -2.76 -3.97 0.97
C -3.47 2.73 -4.17
H -2.35 -5.46 -1.02
H -7.01 -2.18 -0.22
H -2.22 -1.68 0.19
H 3.35 2.96 -1.57
H -6.11 -3.64 0.22
N 0.10 0.19 2.86
C 1.07 0.05 5.02
H -4.06 0.57 0.21
H 1.28 -3.50 -3.16
H -4.57 0.48 -1.50
H -0.71 -5.32 1.44
Si 1.86 2.31 3.27
Si 2.62 3.76 0.69
H 2.86 -1.08 2.10
H -5.04 5.30 -0.89
H 3.06 -4.02 -1.27
H 0.89 5.29 -0.33
H -5.76 0.39 -0.20
C -6.12 -2.54 0.30
H -3.57 -5.48 2.83
H 0.12 4.14 0.77
N -4.48 4.60 -1.33
H -4.08 -5.23 -0.76
O 2.10 0.42 -4.03
C -4.71 -2.28 -2.29
H -3.17 -6.36 0.27
H 1.83 -0.14 -6.00
C 5.67 1.73 2.04
H 0.19 -2.66 -4.27
H -3.90 -1.83 -2.88
H -3.70 1.66 -4.11
O 1.10 -1.51 -2.79
H -0.40 -3.26 -1.32
H 0.63 3.62 -0.84
H 1.67 -2.18 -0.91
C 0.91 4.25 0.02
Te -0.99 -0.18 -5.05
C -0.57 -1.55 4.35
H 2.75 -2.13 -4.79
*
```

Computed properties:
E_HOMO = -1.2875 eV
Energy relative to the best compared isomer or geometry (same formula, charge and spin) = 41.01 kcal per mole

***

(3)
C26H45I2N6O4 | wB97M-V/def2-TZVPD

Structure (ORCA input):
```
! RIJCOSX wB97M-V def2-TZVPD def2/J DEFGRID3
* xyz 1 1
H -2.98 2.53 0.11
H -5.91 -8.40 3.07
C 8.47 2.28 -1.90
H -1.22 -2.45 -5.46
H 1.07 1.92 -0.60
H 2.73 1.70 -1.21
H 9.35 1.70 -2.15
C -1.81 -2.08 -4.64
H 7.70 3.77 1.02
C -3.12 -2.28 -4.37
H 3.25 4.23 -1.47
H 4.30 4.91 7.07
C 2.91 3.76 4.93
H 9.61 2.78 1.27
C 2.13 1.92 -0.34
H 2.36 3.74 5.87
H -3.76 -6.01 2.42
C 4.08 5.56 6.22
O 6.56 3.80 -0.66
H -3.59 -3.97 -5.52
H 2.12 4.62 1.64
H -5.76 -3.24 -1.60
C -2.43 1.62 -0.08
H 5.49 5.75 4.09
I -3.36 -4.39 -1.69
H 10.62 2.76 -0.18
H -6.62 -8.20 1.46
C -1.47 1.15 0.80
H -4.17 -7.41 1.39
H -7.36 -5.40 3.11
H -4.43 -0.72 -1.68
N -3.37 -1.60 -3.17
H -0.47 -1.62 -0.88
C -1.01 -0.71 -0.65
H -4.48 -5.73 0.85
H -7.46 -7.57 2.88
C -4.57 -1.58 -2.33
C -2.24 -1.02 -2.75
N 8.55 2.73 -0.53
C 1.80 3.63 1.27
H 2.29 1.16 0.42
C -4.48 -6.41 1.70
H -4.91 -3.44 -4.51
C -0.76 -0.01 0.51
C 3.52 4.01 -0.43
N 2.47 3.22 0.19
H 4.47 3.48 -0.42
I -6.35 -1.07 -3.39
H -5.03 -3.15 0.73
C 7.55 3.47 -0.03
C 9.71 2.37 0.27
H 3.17 6.11 6.43
H 9.80 1.28 0.35
C -4.69 -2.34 -6.36
H 4.90 6.27 6.10
H -4.90 -1.30 -6.14
C -1.99 -0.25 -1.53
H 8.40 3.13 -2.58
H -3.44 1.29 -1.94
N 3.94 4.78 5.00
H -1.25 1.70 1.71
H -3.99 -2.37 -7.20
H 2.22 3.97 4.11
H -0.35 -0.99 -3.55
C -4.78 -2.81 -1.41
H 7.58 1.66 -2.05
C -6.49 -7.73 2.43
O 4.65 4.33 2.90
C -4.71 -2.37 0.05
C -2.69 0.92 -1.24
C 4.74 4.96 3.94
N -1.30 -1.31 -3.63
O -5.83 -4.20 2.51
H -5.32 -1.47 0.19
N -5.81 -6.45 2.28
C -6.36 -5.29 2.66
H 3.35 2.78 4.75
H -3.68 -2.10 0.31
H -5.61 -2.82 -6.68
H 0.00 -0.36 1.19
O 0.91 2.98 1.82
H 3.64 4.95 0.11
C -4.11 -3.09 -5.15
*
```

Computed properties:
E_HOMO = -10.4410 eV

***

no.,energy (a.u.)
1,-1870.6924
2,-4195.3756
3,-2242.4110